{
  "formula": "C29H39Cl3N3O2PPd",
  "method": "ωB97M-V/def2-TZVPD",
  "largest_force_ev_per_a": 0.71,
  "charge": -2,
  "molar_mass_g_mol": 705.40,
  "orbital_gap_ev": 5.5092,
  "e_above_lowest_ev": 0.0000,
  "symbols": ["Pd", "C", "C", "C", "P", "C", "C", "C", "C", "C", "C", "C", "C", "C", "C", "N", "C", "C", "C", "C", "C", "C", "C", "C", "C", "H", "H", "H", "H", "H", "H", "H", "H", "H", "H", "H", "H", "H", "H", "H", "H", "H", "H", "H", "H", "H", "H", "H", "H", "H", "H", "H", "H", "H", "H", "H", "C", "C", "C", "C", "N", "N", "C", "H", "H", "H", "H", "H", "H", "H", "H", "Cl", "C", "Cl", "Cl", "C", "O", "O"],
  "coordinates": [[0.2100, 0.4333, -1.6935], [3.7996, 0.5115, -3.0283], [3.7032, 0.5656, -1.5039], [3.6337, 2.0191, -1.0388], [2.1509, -0.3133, -0.9545], [2.5490, -2.0698, -1.4906], [1.3730, -2.9711, -1.1289], [3.8511, -2.6484, -0.9457], [2.3426, -0.4166, 0.8612], [3.5872, -0.3217, 1.4811], [3.7762, -0.2707, 2.8551], [5.1477, -0.1770, 3.4711], [2.6193, -0.2907, 3.6432], [1.3673, -0.3899, 3.0901], [1.1533, -0.5010, 1.6730], [-0.0463, -0.6138, 1.1202], [-1.2002, -0.6870, 1.8714], [-2.1388, 0.3637, 1.7906], [-1.7916, 1.5794, 0.9843], [-3.3623, 0.2514, 2.4375], [-3.7115, -0.8740, 3.1745], [-5.0468, -0.9766, 3.8685], [-2.7868, -1.9090, 3.2457], [-1.5529, -1.8384, 2.6121], [-0.6105, -3.0075, 2.6465], [4.5945, 1.1749, -3.3844], [2.8520, 0.8351, -3.4683], [4.0151, -0.4950, -3.3927], [4.5970, 0.1010, -1.0783], [2.7658, 2.5087, -1.4865], [4.5348, 2.5629, -1.3420], [3.5331, 2.0895, 0.0452], [2.6108, -2.0141, -2.5822], [1.2403, -3.0014, -0.0446], [1.5389, -3.9930, -1.4885], [0.4520, -2.5848, -1.5651], [3.8303, -2.6728, 0.1456], [4.7227, -2.0667, -1.2541], [3.9934, -3.6737, -1.3051], [4.4755, -0.2690, 0.8588], [5.9148, -0.1377, 2.6947], [5.3720, -1.0381, 4.1107], [5.2604, 0.7200, 4.0897], [2.7153, -0.2154, 4.7252], [0.4949, -0.3732, 3.7342], [-1.5451, 1.2795, -0.0401], [-0.9069, 2.0782, 1.3840], [-2.6240, 2.2856, 0.9545], [-4.0732, 1.0701, 2.3544], [-5.6670, -0.1071, 3.6447], [-4.9327, -1.0328, 4.9552], [-5.5966, -1.8678, 3.5530], [-3.0427, -2.8129, 3.7957], [-1.1253, -3.9150, 2.9705], [0.2334, -2.8257, 3.3170], [-0.1878, -3.1679, 1.6526], [-4.6013, 2.3322, -2.8242], [-3.7214, 1.1867, -2.4493], [-3.9190, 0.1396, -1.5652], [-2.7485, -0.6316, -1.6377], [-1.8883, -0.0952, -2.5045], [-2.5139, 1.0029, -2.9904], [-2.4170, -1.8848, -0.8956], [-5.4201, 2.4133, -2.1092], [-5.0201, 2.1960, -3.8227], [-4.0575, 3.2770, -2.8292], [-4.7728, -0.0293, -0.9302], [-2.0440, 1.6213, -3.6633], [-3.0809, -2.0038, -0.0386], [-1.3923, -1.8303, -0.5277], [-2.5178, -2.7596, -1.5443], [-0.1530, 3.1623, -2.3957], [-0.9501, 4.5496, -3.1626], [0.3317, 5.6821, -3.7205], [-1.9341, 5.3849, -1.9162], [-1.8912, 4.2025, -4.4205], [-2.4740, 5.1835, -4.8733], [-1.8765, 3.0120, -4.7747]],
  "forces_ev_per_a": [[0.0217, -0.6908, -0.1432], [0.0070, 0.0000, 0.0179], [-0.0260, 0.0322, 0.0487], [-0.0131, -0.0165, 0.0028], [0.0442, 0.1515, -0.0025], [-0.0415, 0.0329, -0.0024], [0.0008, 0.0208, -0.0056], [-0.0034, 0.0417, -0.0264], [0.0178, -0.0028, 0.0727], [-0.0271, -0.0211, -0.0729], [-0.0344, -0.0077, 0.0908], [-0.0425, -0.0023, -0.0127], [0.1170, 0.0067, -0.0169], [-0.0580, -0.0175, -0.0319], [0.0191, 0.1426, 0.0901], [-0.0160, -0.0562, -0.0148], [0.0889, -0.0187, 0.0584], [0.0390, 0.0044, 0.0450], [-0.0860, -0.0567, -0.0365], [-0.0513, -0.0003, -0.0066], [-0.0489, 0.0088, 0.0183], [0.0387, 0.0010, -0.0163], [0.0041, -0.0189, -0.0232], [-0.0187, -0.0263, -0.0513], [-0.0189, 0.0236, 0.0058], [0.0032, 0.0037, -0.0025], [0.0078, 0.0072, -0.0137], [-0.0024, -0.0120, -0.0026], [0.0048, -0.0237, -0.0150], [-0.0089, 0.0097, 0.0031], [0.0015, 0.0093, -0.0068], [0.0012, 0.0018, 0.0075], [-0.0290, 0.0086, -0.0064], [-0.0041, -0.0063, -0.0010], [0.0156, -0.0105, 0.0127], [-0.0227, -0.0001, 0.0047], [0.0043, -0.0069, 0.0103], [0.0178, 0.0036, 0.0073], [-0.0069, -0.0078, -0.0060], [0.0086, 0.0042, -0.0037], [0.0124, 0.0025, 0.0016], [0.0238, 0.0032, 0.0011], [0.0176, 0.0005, 0.0057], [-0.0246, 0.0006, 0.0011], [-0.0059, -0.0072, -0.0018], [0.0586, 0.1092, 0.0326], [0.0330, 0.0046, -0.0431], [0.0129, 0.0105, 0.0108], [0.0089, 0.0136, -0.0068], [-0.0076, 0.0015, 0.0024], [-0.0170, 0.0003, 0.0083], [-0.0087, -0.0006, 0.0073], [0.0119, -0.0074, 0.0015], [0.0023, 0.0024, 0.0150], [0.0357, -0.0043, -0.0118], [-0.0028, -0.0166, 0.0016], [-0.0144, 0.0321, 0.0208], [-0.1214, 0.0065, 0.0136], [0.0111, -0.0013, -0.0945], [0.0441, -0.0953, 0.0111], [-0.0678, 0.4065, 0.1084], [0.1312, -0.2037, -0.0531], [-0.0102, 0.0409, -0.0160], [-0.0142, -0.0172, -0.0150], [-0.0021, 0.0170, -0.0102], [0.0285, -0.0197, -0.0010], [-0.0222, 0.0063, 0.0100], [-0.1015, 0.0707, 0.0297], [-0.0090, -0.0134, 0.0061], [0.0215, -0.0143, 0.0185], [-0.0008, 0.0004, -0.0036], [0.0536, 0.0824, -0.0985], [0.0135, 0.1445, 0.0742], [-0.0998, -0.0415, 0.0229], [0.0236, -0.0198, -0.0435], [0.2224, 0.0297, -0.0659], [-0.0843, 0.0247, 0.0138], [-0.0556, -0.0594, 0.0716]]
}